C25H49O27Tl as an isolated structure in a non-equilibrium geometry, computed with ωB97M-V/def2-TZVPD.

## Properties
- Frontier orbital gap: 2.23 eV
- Spin multiplicity: 1
- Net charge: +2

Cartesian coordinates (Å):
Tl 6.33 15.81 -2.01
O 8.64 15.05 2.09
C 7.71 15.00 1.15
O 7.64 14.03 0.37
O 6.94 15.94 0.88
H 9.08 14.17 1.99
C 3.76 11.09 2.58
O 4.92 11.93 2.56
C 5.90 11.61 3.41
O 5.90 10.67 4.15
O 6.82 12.59 3.31
C 7.94 12.45 4.20
H 3.19 11.30 1.68
H 3.26 11.23 3.53
H 4.02 10.04 2.43
H 8.06 11.43 4.56
H 7.88 13.11 5.06
H 8.87 12.68 3.68
C 4.95 18.80 1.59
O 5.53 19.79 0.70
C 5.47 19.49 -0.58
O 4.97 18.52 -1.11
O 6.05 20.50 -1.23
C 6.03 20.59 -2.66
H 5.57 17.91 1.56
H 3.98 18.57 1.13
H 4.86 19.31 2.54
H 6.45 19.70 -3.13
H 6.71 21.38 -2.97
H 5.00 20.74 -2.97
C 10.34 15.72 -4.78
O 11.11 15.45 -3.62
C 10.44 15.36 -2.44
O 9.26 15.55 -2.25
O 11.31 15.11 -1.49
C 10.85 15.06 -0.16
H 9.70 14.87 -5.02
H 11.07 15.99 -5.54
H 9.61 16.53 -4.76
H 10.50 14.05 0.08
H 10.08 15.78 0.11
H 11.74 15.25 0.43
C 7.05 11.03 -0.13
O 5.72 10.92 -0.53
C 4.93 11.93 -0.75
O 5.25 13.10 -0.83
O 3.67 11.45 -0.83
C 2.63 12.39 -1.04
H 7.48 10.03 -0.09
H 7.15 11.60 0.80
H 7.66 11.48 -0.91
H 2.35 12.79 -0.07
H 1.83 11.81 -1.50
H 2.89 13.22 -1.69
C 9.03 18.51 1.69
O 9.65 19.09 0.56
C 9.29 18.75 -0.64
O 8.42 17.93 -0.92
O 9.91 19.54 -1.50
C 9.85 19.18 -2.88
H 9.37 18.87 2.66
H 9.26 17.45 1.63
H 7.97 18.76 1.71
H 9.00 19.71 -3.33
H 9.71 18.12 -3.07
H 10.74 19.53 -3.39
C 3.96 14.80 2.41
O 2.87 15.39 1.69
C 3.03 15.99 0.51
O 3.92 15.73 -0.28
O 1.93 16.65 0.29
C 1.80 17.60 -0.81
H 4.43 14.08 1.73
H 3.63 14.24 3.28
H 4.73 15.51 2.72
H 2.46 17.43 -1.66
H 2.04 18.57 -0.38
H 0.77 17.59 -1.12
C 10.76 14.69 5.18
O 11.06 14.38 6.54
C 10.67 13.18 7.00
O 10.19 12.32 6.28
O 10.88 13.16 8.28
C 10.78 11.98 9.05
H 9.72 14.92 4.95
H 11.08 13.80 4.62
H 11.31 15.58 4.88
H 10.07 11.36 8.48
H 10.29 12.17 10.00
H 11.70 11.42 9.15
C 12.83 14.02 3.15
O 12.19 12.74 3.33
C 10.96 12.60 2.88
O 10.30 13.50 2.33
O 10.59 11.37 3.05
C 9.40 10.89 2.43
H 13.03 14.11 2.08
H 13.74 14.17 3.73
H 12.10 14.80 3.33
H 9.34 11.15 1.37
H 8.51 11.33 2.86
H 9.31 9.81 2.55

Mulliken atomic charge list, values in e, 6 entries: 1.0297, -0.0876, 0.6479, -0.1084, -0.3628, 0.1454

---

C25H49O27Tl as an isolated structure in a non-equilibrium geometry, computed with ωB97M-V/def2-TZVPD.

## Properties
- Frontier orbital gap (alpha / beta): 3.13 / 3.50 eV
- Expectation value of S²: 1.771
- Spin multiplicity: 2
- Net charge: +3

Cartesian coordinates (Å):
Tl 2.57 1.54 -1.73
O -0.52 -1.12 0.75
C 0.03 -0.07 0.13
O -0.30 0.18 -1.03
O 0.96 0.57 0.57
H -1.15 -1.38 0.07
C -3.82 4.20 0.06
O -3.16 2.97 0.28
C -3.92 1.92 0.64
O -5.14 1.92 0.79
O -2.99 0.95 0.87
C -3.49 -0.33 1.36
H -3.13 4.86 -0.47
H -4.18 4.54 1.03
H -4.63 4.14 -0.66
H -4.55 -0.48 1.14
H -3.34 -0.49 2.42
H -3.00 -1.15 0.84
C 3.02 1.97 3.20
O 4.30 1.37 2.93
C 4.78 1.64 1.74
O 4.32 2.35 0.81
O 5.99 0.98 1.69
C 6.95 1.11 0.63
H 2.28 1.48 2.56
H 3.16 2.99 2.86
H 2.90 1.87 4.28
H 6.53 0.87 -0.35
H 7.72 0.35 0.73
H 7.31 2.14 0.65
C 4.13 -2.19 -4.63
O 3.06 -2.97 -4.12
C 2.21 -2.39 -3.14
O 2.32 -1.28 -2.64
O 1.30 -3.28 -2.79
C 0.33 -3.00 -1.84
H 3.75 -1.35 -5.21
H 4.77 -2.90 -5.15
H 4.79 -1.63 -3.96
H -0.53 -2.55 -2.34
H 0.60 -2.39 -0.98
H 0.03 -3.99 -1.50
C -2.51 1.41 -3.19
O -2.25 2.74 -3.32
C -1.26 3.40 -2.74
O -0.26 2.90 -2.16
O -1.55 4.79 -2.86
C -0.68 5.69 -2.32
H -3.34 1.15 -3.85
H -2.64 1.10 -2.16
H -1.73 0.82 -3.68
H -0.96 5.78 -1.27
H -0.85 6.60 -2.89
H 0.37 5.43 -2.37
C 2.42 -2.04 2.20
O 3.51 -2.58 1.49
C 3.94 -2.04 0.43
O 3.49 -1.00 -0.08
O 5.04 -2.66 0.10
C 5.60 -2.38 -1.21
H 2.08 -2.52 3.12
H 1.60 -2.09 1.48
H 2.67 -1.04 2.57
H 6.33 -1.59 -1.08
H 4.89 -2.05 -1.96
H 6.15 -3.25 -1.58
C -0.66 3.51 1.83
O 0.30 4.58 1.73
C 1.45 4.48 1.05
O 1.63 3.74 0.08
O 2.16 5.50 1.45
C 3.59 5.69 1.12
H -0.90 3.24 0.80
H -1.59 3.79 2.31
H -0.29 2.60 2.31
H 3.98 5.20 0.22
H 4.13 5.27 1.97
H 3.79 6.76 1.07
C -1.82 -3.37 2.64
O -2.72 -3.93 3.64
C -4.03 -3.60 3.57
O -4.49 -2.95 2.62
O -4.60 -4.07 4.64
C -5.95 -4.11 4.84
H -1.55 -2.32 2.70
H -2.35 -3.56 1.71
H -0.85 -3.86 2.67
H -6.27 -3.28 4.20
H -6.24 -3.81 5.85
H -6.46 -5.01 4.50
C -2.85 -5.33 -0.88
O -3.84 -4.51 -1.59
C -3.60 -3.20 -1.73
O -2.58 -2.59 -1.28
O -4.53 -2.70 -2.46
C -4.43 -1.36 -3.03
H -1.98 -5.35 -1.54
H -3.13 -6.34 -0.57
H -2.47 -4.74 -0.05
H -3.46 -1.16 -3.50
H -4.47 -0.59 -2.26
H -5.23 -1.15 -3.73

Mulliken atomic charge list, values in e, 6 entries: 0.9885, 0.3296, 0.5461, -0.0424, -0.5801, -0.2065

---

Copy entry 2 word for word.
C25H49O27Tl as an isolated structure in a non-equilibrium geometry, computed with ωB97M-V/def2-TZVPD.

## Properties
- Frontier orbital gap (alpha / beta): 3.13 / 3.50 eV
- Expectation value of S²: 1.771
- Spin multiplicity: 2
- Net charge: +3

Cartesian coordinates (Å):
Tl 2.57 1.54 -1.73
O -0.52 -1.12 0.75
C 0.03 -0.07 0.13
O -0.30 0.18 -1.03
O 0.96 0.57 0.57
H -1.15 -1.38 0.07
C -3.82 4.20 0.06
O -3.16 2.97 0.28
C -3.92 1.92 0.64
O -5.14 1.92 0.79
O -2.99 0.95 0.87
C -3.49 -0.33 1.36
H -3.13 4.86 -0.47
H -4.18 4.54 1.03
H -4.63 4.14 -0.66
H -4.55 -0.48 1.14
H -3.34 -0.49 2.42
H -3.00 -1.15 0.84
C 3.02 1.97 3.20
O 4.30 1.37 2.93
C 4.78 1.64 1.74
O 4.32 2.35 0.81
O 5.99 0.98 1.69
C 6.95 1.11 0.63
H 2.28 1.48 2.56
H 3.16 2.99 2.86
H 2.90 1.87 4.28
H 6.53 0.87 -0.35
H 7.72 0.35 0.73
H 7.31 2.14 0.65
C 4.13 -2.19 -4.63
O 3.06 -2.97 -4.12
C 2.21 -2.39 -3.14
O 2.32 -1.28 -2.64
O 1.30 -3.28 -2.79
C 0.33 -3.00 -1.84
H 3.75 -1.35 -5.21
H 4.77 -2.90 -5.15
H 4.79 -1.63 -3.96
H -0.53 -2.55 -2.34
H 0.60 -2.39 -0.98
H 0.03 -3.99 -1.50
C -2.51 1.41 -3.19
O -2.25 2.74 -3.32
C -1.26 3.40 -2.74
O -0.26 2.90 -2.16
O -1.55 4.79 -2.86
C -0.68 5.69 -2.32
H -3.34 1.15 -3.85
H -2.64 1.10 -2.16
H -1.73 0.82 -3.68
H -0.96 5.78 -1.27
H -0.85 6.60 -2.89
H 0.37 5.43 -2.37
C 2.42 -2.04 2.20
O 3.51 -2.58 1.49
C 3.94 -2.04 0.43
O 3.49 -1.00 -0.08
O 5.04 -2.66 0.10
C 5.60 -2.38 -1.21
H 2.08 -2.52 3.12
H 1.60 -2.09 1.48
H 2.67 -1.04 2.57
H 6.33 -1.59 -1.08
H 4.89 -2.05 -1.96
H 6.15 -3.25 -1.58
C -0.66 3.51 1.83
O 0.30 4.58 1.73
C 1.45 4.48 1.05
O 1.63 3.74 0.08
O 2.16 5.50 1.45
C 3.59 5.69 1.12
H -0.90 3.24 0.80
H -1.59 3.79 2.31
H -0.29 2.60 2.31
H 3.98 5.20 0.22
H 4.13 5.27 1.97
H 3.79 6.76 1.07
C -1.82 -3.37 2.64
O -2.72 -3.93 3.64
C -4.03 -3.60 3.57
O -4.49 -2.95 2.62
O -4.60 -4.07 4.64
C -5.95 -4.11 4.84
H -1.55 -2.32 2.70
H -2.35 -3.56 1.71
H -0.85 -3.86 2.67
H -6.27 -3.28 4.20
H -6.24 -3.81 5.85
H -6.46 -5.01 4.50
C -2.85 -5.33 -0.88
O -3.84 -4.51 -1.59
C -3.60 -3.20 -1.73
O -2.58 -2.59 -1.28
O -4.53 -2.70 -2.46
C -4.43 -1.36 -3.03
H -1.98 -5.35 -1.54
H -3.13 -6.34 -0.57
H -2.47 -4.74 -0.05
H -3.46 -1.16 -3.50
H -4.47 -0.59 -2.26
H -5.23 -1.15 -3.73

Mulliken atomic charge list, values in e, 6 entries: 0.9885, 0.3296, 0.5461, -0.0424, -0.5801, -0.2065

---

Copy entry 2 word for word.
C25H49O27Tl as an isolated structure in a non-equilibrium geometry, computed with ωB97M-V/def2-TZVPD.

## Properties
- Frontier orbital gap (alpha / beta): 3.13 / 3.50 eV
- Expectation value of S²: 1.771
- Spin multiplicity: 2
- Net charge: +3

Cartesian coordinates (Å):
Tl 2.57 1.54 -1.73
O -0.52 -1.12 0.75
C 0.03 -0.07 0.13
O -0.30 0.18 -1.03
O 0.96 0.57 0.57
H -1.15 -1.38 0.07
C -3.82 4.20 0.06
O -3.16 2.97 0.28
C -3.92 1.92 0.64
O -5.14 1.92 0.79
O -2.99 0.95 0.87
C -3.49 -0.33 1.36
H -3.13 4.86 -0.47
H -4.18 4.54 1.03
H -4.63 4.14 -0.66
H -4.55 -0.48 1.14
H -3.34 -0.49 2.42
H -3.00 -1.15 0.84
C 3.02 1.97 3.20
O 4.30 1.37 2.93
C 4.78 1.64 1.74
O 4.32 2.35 0.81
O 5.99 0.98 1.69
C 6.95 1.11 0.63
H 2.28 1.48 2.56
H 3.16 2.99 2.86
H 2.90 1.87 4.28
H 6.53 0.87 -0.35
H 7.72 0.35 0.73
H 7.31 2.14 0.65
C 4.13 -2.19 -4.63
O 3.06 -2.97 -4.12
C 2.21 -2.39 -3.14
O 2.32 -1.28 -2.64
O 1.30 -3.28 -2.79
C 0.33 -3.00 -1.84
H 3.75 -1.35 -5.21
H 4.77 -2.90 -5.15
H 4.79 -1.63 -3.96
H -0.53 -2.55 -2.34
H 0.60 -2.39 -0.98
H 0.03 -3.99 -1.50
C -2.51 1.41 -3.19
O -2.25 2.74 -3.32
C -1.26 3.40 -2.74
O -0.26 2.90 -2.16
O -1.55 4.79 -2.86
C -0.68 5.69 -2.32
H -3.34 1.15 -3.85
H -2.64 1.10 -2.16
H -1.73 0.82 -3.68
H -0.96 5.78 -1.27
H -0.85 6.60 -2.89
H 0.37 5.43 -2.37
C 2.42 -2.04 2.20
O 3.51 -2.58 1.49
C 3.94 -2.04 0.43
O 3.49 -1.00 -0.08
O 5.04 -2.66 0.10
C 5.60 -2.38 -1.21
H 2.08 -2.52 3.12
H 1.60 -2.09 1.48
H 2.67 -1.04 2.57
H 6.33 -1.59 -1.08
H 4.89 -2.05 -1.96
H 6.15 -3.25 -1.58
C -0.66 3.51 1.83
O 0.30 4.58 1.73
C 1.45 4.48 1.05
O 1.63 3.74 0.08
O 2.16 5.50 1.45
C 3.59 5.69 1.12
H -0.90 3.24 0.80
H -1.59 3.79 2.31
H -0.29 2.60 2.31
H 3.98 5.20 0.22
H 4.13 5.27 1.97
H 3.79 6.76 1.07
C -1.82 -3.37 2.64
O -2.72 -3.93 3.64
C -4.03 -3.60 3.57
O -4.49 -2.95 2.62
O -4.60 -4.07 4.64
C -5.95 -4.11 4.84
H -1.55 -2.32 2.70
H -2.35 -3.56 1.71
H -0.85 -3.86 2.67
H -6.27 -3.28 4.20
H -6.24 -3.81 5.85
H -6.46 -5.01 4.50
C -2.85 -5.33 -0.88
O -3.84 -4.51 -1.59
C -3.60 -3.20 -1.73
O -2.58 -2.59 -1.28
O -4.53 -2.70 -2.46
C -4.43 -1.36 -3.03
H -1.98 -5.35 -1.54
H -3.13 -6.34 -0.57
H -2.47 -4.74 -0.05
H -3.46 -1.16 -3.50
H -4.47 -0.59 -2.26
H -5.23 -1.15 -3.73

Mulliken atomic charge list, values in e, 6 entries: 0.9885, 0.3296, 0.5461, -0.0424, -0.5801, -0.2065

---

What did the second record say?
C25H49O27Tl as an isolated structure in a non-equilibrium geometry, computed with ωB97M-V/def2-TZVPD.

## Properties
- Frontier orbital gap (alpha / beta): 3.13 / 3.50 eV
- Expectation value of S²: 1.771
- Spin multiplicity: 2
- Net charge: +3

Cartesian coordinates (Å):
Tl 2.57 1.54 -1.73
O -0.52 -1.12 0.75
C 0.03 -0.07 0.13
O -0.30 0.18 -1.03
O 0.96 0.57 0.57
H -1.15 -1.38 0.07
C -3.82 4.20 0.06
O -3.16 2.97 0.28
C -3.92 1.92 0.64
O -5.14 1.92 0.79
O -2.99 0.95 0.87
C -3.49 -0.33 1.36
H -3.13 4.86 -0.47
H -4.18 4.54 1.03
H -4.63 4.14 -0.66
H -4.55 -0.48 1.14
H -3.34 -0.49 2.42
H -3.00 -1.15 0.84
C 3.02 1.97 3.20
O 4.30 1.37 2.93
C 4.78 1.64 1.74
O 4.32 2.35 0.81
O 5.99 0.98 1.69
C 6.95 1.11 0.63
H 2.28 1.48 2.56
H 3.16 2.99 2.86
H 2.90 1.87 4.28
H 6.53 0.87 -0.35
H 7.72 0.35 0.73
H 7.31 2.14 0.65
C 4.13 -2.19 -4.63
O 3.06 -2.97 -4.12
C 2.21 -2.39 -3.14
O 2.32 -1.28 -2.64
O 1.30 -3.28 -2.79
C 0.33 -3.00 -1.84
H 3.75 -1.35 -5.21
H 4.77 -2.90 -5.15
H 4.79 -1.63 -3.96
H -0.53 -2.55 -2.34
H 0.60 -2.39 -0.98
H 0.03 -3.99 -1.50
C -2.51 1.41 -3.19
O -2.25 2.74 -3.32
C -1.26 3.40 -2.74
O -0.26 2.90 -2.16
O -1.55 4.79 -2.86
C -0.68 5.69 -2.32
H -3.34 1.15 -3.85
H -2.64 1.10 -2.16
H -1.73 0.82 -3.68
H -0.96 5.78 -1.27
H -0.85 6.60 -2.89
H 0.37 5.43 -2.37
C 2.42 -2.04 2.20
O 3.51 -2.58 1.49
C 3.94 -2.04 0.43
O 3.49 -1.00 -0.08
O 5.04 -2.66 0.10
C 5.60 -2.38 -1.21
H 2.08 -2.52 3.12
H 1.60 -2.09 1.48
H 2.67 -1.04 2.57
H 6.33 -1.59 -1.08
H 4.89 -2.05 -1.96
H 6.15 -3.25 -1.58
C -0.66 3.51 1.83
O 0.30 4.58 1.73
C 1.45 4.48 1.05
O 1.63 3.74 0.08
O 2.16 5.50 1.45
C 3.59 5.69 1.12
H -0.90 3.24 0.80
H -1.59 3.79 2.31
H -0.29 2.60 2.31
H 3.98 5.20 0.22
H 4.13 5.27 1.97
H 3.79 6.76 1.07
C -1.82 -3.37 2.64
O -2.72 -3.93 3.64
C -4.03 -3.60 3.57
O -4.49 -2.95 2.62
O -4.60 -4.07 4.64
C -5.95 -4.11 4.84
H -1.55 -2.32 2.70
H -2.35 -3.56 1.71
H -0.85 -3.86 2.67
H -6.27 -3.28 4.20
H -6.24 -3.81 5.85
H -6.46 -5.01 4.50
C -2.85 -5.33 -0.88
O -3.84 -4.51 -1.59
C -3.60 -3.20 -1.73
O -2.58 -2.59 -1.28
O -4.53 -2.70 -2.46
C -4.43 -1.36 -3.03
H -1.98 -5.35 -1.54
H -3.13 -6.34 -0.57
H -2.47 -4.74 -0.05
H -3.46 -1.16 -3.50
H -4.47 -0.59 -2.26
H -5.23 -1.15 -3.73

Mulliken atomic charge list, values in e, 6 entries: 0.9885, 0.3296, 0.5461, -0.0424, -0.5801, -0.2065

---

Repeat the first record exactly.
C25H49O27Tl as an isolated structure in a non-equilibrium geometry, computed with ωB97M-V/def2-TZVPD.

## Properties
- Frontier orbital gap: 2.23 eV
- Spin multiplicity: 1
- Net charge: +2

Cartesian coordinates (Å):
Tl 6.33 15.81 -2.01
O 8.64 15.05 2.09
C 7.71 15.00 1.15
O 7.64 14.03 0.37
O 6.94 15.94 0.88
H 9.08 14.17 1.99
C 3.76 11.09 2.58
O 4.92 11.93 2.56
C 5.90 11.61 3.41
O 5.90 10.67 4.15
O 6.82 12.59 3.31
C 7.94 12.45 4.20
H 3.19 11.30 1.68
H 3.26 11.23 3.53
H 4.02 10.04 2.43
H 8.06 11.43 4.56
H 7.88 13.11 5.06
H 8.87 12.68 3.68
C 4.95 18.80 1.59
O 5.53 19.79 0.70
C 5.47 19.49 -0.58
O 4.97 18.52 -1.11
O 6.05 20.50 -1.23
C 6.03 20.59 -2.66
H 5.57 17.91 1.56
H 3.98 18.57 1.13
H 4.86 19.31 2.54
H 6.45 19.70 -3.13
H 6.71 21.38 -2.97
H 5.00 20.74 -2.97
C 10.34 15.72 -4.78
O 11.11 15.45 -3.62
C 10.44 15.36 -2.44
O 9.26 15.55 -2.25
O 11.31 15.11 -1.49
C 10.85 15.06 -0.16
H 9.70 14.87 -5.02
H 11.07 15.99 -5.54
H 9.61 16.53 -4.76
H 10.50 14.05 0.08
H 10.08 15.78 0.11
H 11.74 15.25 0.43
C 7.05 11.03 -0.13
O 5.72 10.92 -0.53
C 4.93 11.93 -0.75
O 5.25 13.10 -0.83
O 3.67 11.45 -0.83
C 2.63 12.39 -1.04
H 7.48 10.03 -0.09
H 7.15 11.60 0.80
H 7.66 11.48 -0.91
H 2.35 12.79 -0.07
H 1.83 11.81 -1.50
H 2.89 13.22 -1.69
C 9.03 18.51 1.69
O 9.65 19.09 0.56
C 9.29 18.75 -0.64
O 8.42 17.93 -0.92
O 9.91 19.54 -1.50
C 9.85 19.18 -2.88
H 9.37 18.87 2.66
H 9.26 17.45 1.63
H 7.97 18.76 1.71
H 9.00 19.71 -3.33
H 9.71 18.12 -3.07
H 10.74 19.53 -3.39
C 3.96 14.80 2.41
O 2.87 15.39 1.69
C 3.03 15.99 0.51
O 3.92 15.73 -0.28
O 1.93 16.65 0.29
C 1.80 17.60 -0.81
H 4.43 14.08 1.73
H 3.63 14.24 3.28
H 4.73 15.51 2.72
H 2.46 17.43 -1.66
H 2.04 18.57 -0.38
H 0.77 17.59 -1.12
C 10.76 14.69 5.18
O 11.06 14.38 6.54
C 10.67 13.18 7.00
O 10.19 12.32 6.28
O 10.88 13.16 8.28
C 10.78 11.98 9.05
H 9.72 14.92 4.95
H 11.08 13.80 4.62
H 11.31 15.58 4.88
H 10.07 11.36 8.48
H 10.29 12.17 10.00
H 11.70 11.42 9.15
C 12.83 14.02 3.15
O 12.19 12.74 3.33
C 10.96 12.60 2.88
O 10.30 13.50 2.33
O 10.59 11.37 3.05
C 9.40 10.89 2.43
H 13.03 14.11 2.08
H 13.74 14.17 3.73
H 12.10 14.80 3.33
H 9.34 11.15 1.37
H 8.51 11.33 2.86
H 9.31 9.81 2.55

Mulliken atomic charge list, values in e, 6 entries: 1.0297, -0.0876, 0.6479, -0.1084, -0.3628, 0.1454